No. 1
Density functional theory data (the ωB97M-V functional and the def2-TZVPD basis) for C17H20F3HgN2O2S as an isolated structure.

## Properties
DFT total energy	-1770.95368	hartree
multiplicity	2
charge	-2
orbital gap (alpha / beta)	3.38 / 6.86	eV
ΔE to the lowest compared entry with this formula, charge and spin	0.0	kcal per mole
<S²>	0.764

Last column: natural (NBO) charge in e.
Atoms and positions in Å:
Hg1 -2.09 -0.01 -0.59  1.25
C1 5.09 2.48 1.33  -0.60
C2 3.69 2.01 1.57  -0.21
C3 2.59 2.51 0.85  -0.18
C4 1.29 2.12 1.10  -0.26
C5 1.02 1.17 2.15  -0.58
C6 2.13 0.64 2.87  -0.18
C7 3.41 1.05 2.60  -0.29
S1 -0.56 0.66 2.46  2.33
O1 -0.62 0.10 3.81  -1.01
O2 -1.49 1.73 2.13  -1.00
N1 -0.99 -0.51 1.38  -1.02
C8 -0.61 -1.80 1.42  0.39
C9 0.19 -2.42 2.43  -0.31
C10 0.50 -3.75 2.32  -0.18
C11 0.05 -4.49 1.22  -0.38
C12 -0.72 -3.82 0.29  0.05
N2 -1.04 -2.54 0.36  -0.53
H1 5.13 3.16 0.47  0.19
H2 5.78 1.65 1.11  0.17
H3 5.52 3.02 2.19  0.16
H4 2.77 3.24 0.06  0.17
H5 0.47 2.53 0.52  0.21
H6 1.95 -0.08 3.66  0.20
H7 4.23 0.64 3.18  0.17
H8 0.50 -1.83 3.28  0.24
H9 1.10 -4.22 3.09  0.19
H10 0.28 -5.54 1.10  0.19
H11 -1.10 -4.35 -0.59  0.17
F1 -4.98 -0.54 0.53  -0.38
C13 -4.26 -0.31 -0.61  0.51
F2 -4.59 -1.38 -1.42  -0.41
F3 -4.93 0.74 -1.20  -0.40
C14 -2.18 1.83 -3.71  -0.61
C15 -1.20 0.67 -3.55  -0.24
C16 -1.85 -0.63 -4.00  -0.61
C17 -0.68 0.59 -2.12  -0.95
H12 -2.52 1.93 -4.75  0.18
H13 -1.73 2.77 -3.41  0.20
H14 -3.06 1.66 -3.08  0.22
H15 -0.35 0.86 -4.23  0.16
H16 -2.68 -0.89 -3.34  0.22
H17 -1.14 -1.46 -3.97  0.20
H18 -2.24 -0.55 -5.02  0.18
H19 -0.20 1.53 -1.83  0.20
H20 0.11 -0.18 -2.06  0.20

No. 2
Density functional theory data (the ωB97M-V functional and the def2-TZVPD basis) for C6H10ClNO2S as an isolated structure at a distorted geometry.

## Properties
DFT total energy	-1297.95645	hartree
multiplicity	3
orbital gap (alpha / beta)	7.08 / 6.08	eV
ΔE to the lowest compared entry with this formula, charge and spin	0.0	kcal per mole
<S²>	2.010

Last column: natural (NBO) charge in e.
Atoms and positions in Å:
C1 -2.00 1.69 0.70  0.23
C2 0.43 -1.28 0.81  -0.59
C3 0.90 1.26 0.30  -0.62
C4 -0.57 -0.27 -1.24  -0.63
C5 -1.35 0.39 0.96  -0.50
C6 -0.10 0.09 0.23  -0.12
N1 -2.45 2.71 0.52  -0.27
O1 -2.35 -2.00 1.24  -0.91
O2 -3.70 -0.60 -0.27  -0.73
S1 -2.83 -0.71 0.87  1.83
Cl1 -4.12 0.12 2.30  0.01
H1 -0.24 -2.08 0.47  0.24
H2 1.42 -1.41 0.47  0.21
H3 0.44 -1.31 1.93  0.21
H4 0.71 1.96 1.14  0.23
H5 1.02 1.73 -0.63  0.23
H6 2.05 1.04 0.49  0.23
H7 0.30 -0.73 -1.90  0.23
H8 -1.47 -0.95 -1.23  0.21
H9 -1.00 0.55 -1.89  0.23
H10 -1.15 0.36 2.33  0.29

No. 3
Density functional theory data (the ωB97M-V functional and the def2-TZVPD basis) for C24H43F5InOP2Te as an isolated structure at a distorted geometry.

## Properties
DFT total energy	-2655.37695	hartree
multiplicity	1
charge	+1
orbital gap (alpha / beta)	5.44 / 4.71	eV
ΔE to the lowest compared entry with this formula, charge and spin	20.1	kcal per mole

Last column: Mulliken charge in e.
Atoms and positions in Å:
In1 -1.07 0.42 1.08  1.51
C1 -2.92 2.60 -0.83  0.51
C2 -3.02 1.64 -1.88  0.47
C3 -4.48 1.02 -0.20  0.53
C4 -3.82 2.21 0.21  0.45
C5 -3.96 0.64 -1.47  0.80
C6 -2.11 3.84 -0.84  -1.53
H1 -1.32 3.79 -1.59  0.35
H2 -1.65 4.02 0.14  0.34
H3 -2.74 4.72 -1.07  0.31
C7 -4.08 2.95 1.46  -1.05
H4 -3.29 3.68 1.64  0.32
H5 -4.14 2.27 2.32  0.08
H6 -5.04 3.48 1.40  0.34
C8 -5.55 0.33 0.55  -1.33
H7 -6.48 0.90 0.48  0.34
H8 -5.29 0.24 1.61  0.19
H9 -5.73 -0.66 0.13  0.37
C9 -4.37 -0.54 -2.25  -1.66
H10 -5.37 -0.40 -2.70  0.34
H11 -4.42 -1.43 -1.61  0.37
H12 -3.66 -0.73 -3.06  0.37
C10 -2.32 1.70 -3.18  -1.66
H13 -2.95 2.17 -3.95  0.34
H14 -2.05 0.70 -3.53  0.40
H15 -1.40 2.29 -3.10  0.37
C11 4.75 -0.09 0.55  -0.40
C12 4.53 0.84 -0.40  -0.19
C13 5.01 0.70 -1.82  -0.92
C14 4.82 -0.70 -2.45  -0.89
C15 3.57 -1.43 -2.05  -0.22
C16 3.57 -2.40 -1.11  -0.57
C17 4.66 -2.62 -0.10  -0.73
C18 5.49 -1.38 0.36  -1.25
H16 6.08 0.96 -1.88  0.42
H17 5.72 -1.30 -2.26  0.25
H18 4.49 1.45 -2.45  0.35
H19 6.36 -1.26 -0.30  0.36
H20 4.52 0.14 1.60  0.69
H21 4.15 1.83 -0.14  0.67
H22 5.90 -1.65 1.35  0.41
H23 4.22 -3.08 0.80  0.32
H24 2.78 -3.17 -1.11  0.86
H25 5.38 -3.37 -0.48  0.43
H26 4.78 -0.56 -3.55  0.41
H27 2.69 -1.25 -2.68  0.44
P1 1.37 0.67 1.02  0.20
P2 -0.59 -2.06 0.49  0.70
C19 2.03 -1.04 1.14  1.33
C20 1.10 -2.29 1.17  -1.26
H28 2.70 -1.08 2.00  0.81
H29 2.66 -1.09 0.25  -1.87
H30 1.56 -3.10 0.58  0.63
H31 0.99 -2.64 2.21  0.36
C21 -1.72 -3.33 1.06  -1.16
H32 -2.50 -3.47 0.31  0.41
H33 -2.18 -3.03 2.01  0.19
H34 -1.16 -4.27 1.20  0.47
C22 -0.55 -2.09 -1.32  -1.01
H35 -0.16 -3.07 -1.64  0.50
H36 0.07 -1.29 -1.73  0.11
H37 -1.59 -1.97 -1.67  0.30
C23 2.28 1.80 2.09  -1.25
H38 2.03 2.84 1.79  0.45
H39 3.36 1.65 1.98  0.33
H40 1.97 1.64 3.14  0.43
C24 1.45 1.25 -0.72  -0.38
H41 0.60 0.88 -1.30  0.02
H42 2.38 0.92 -1.20  -0.43
H43 1.41 2.35 -0.72  0.53
F1 -0.97 -1.31 3.66  -0.52
Te1 -2.62 -0.29 3.77  1.76
F2 -2.18 0.04 5.63  -0.42
F3 -3.61 -1.89 4.09  -0.48
F4 -4.14 0.93 3.91  -0.53
F5 -1.39 1.28 3.21  -0.66
O1 -2.85 -0.43 1.92  -0.86

No. 4
Density functional theory data (the ωB97M-V functional and the def2-TZVPD basis) for C51H56I3N8O12 as an isolated structure at a distorted geometry.

## Properties
DFT total energy	-4210.17481	hartree
multiplicity	1
charge	+1
orbital gap	7.25	eV

Last column: Mulliken charge in e.
Atoms and positions in Å:
C1 0.29 -2.39 -2.99  -1.24
C2 0.95 -3.37 -2.03  -0.28
C3 0.23 -4.72 -1.95  -1.53
I1 1.68 -6.23 -1.34  0.06
C4 -1.02 -4.78 -1.06  2.18
C5 -2.23 -4.14 -1.82  -0.46
C6 -3.56 -4.90 -1.80  -0.89
C7 -4.73 -4.04 -2.29  -0.83
C8 -5.34 -3.15 -1.20  -0.86
C9 -4.69 -1.77 -1.05  -0.05
N1 -4.24 -1.18 -2.31  -0.43
C10 -1.38 -6.27 -0.99  -1.34
N2 -1.85 -6.57 0.13  0.20
C11 -1.94 -5.46 1.06  -0.76
C12 -0.83 -4.58 0.46  0.62
C13 -0.53 -3.26 1.12  -0.50
I2 -1.09 -1.39 0.33  0.18
C14 0.15 -3.33 2.24  0.23
C15 0.59 -4.62 2.87  -1.19
I3 0.71 -1.62 3.37  0.17
H1 0.00 -2.90 -3.91  0.29
H2 -0.60 -1.90 -2.61  0.15
H3 1.00 -1.62 -3.26  0.49
H4 1.93 -3.59 -2.43  0.44
H5 1.14 -2.96 -1.04  0.37
H6 0.00 -4.97 -2.98  1.05
H7 -2.35 -3.10 -1.54  -0.59
H8 -1.94 -4.12 -2.86  0.55
H9 -3.85 -5.27 -0.82  0.26
H10 -3.53 -5.76 -2.46  0.48
H11 -4.43 -3.49 -3.17  0.09
H12 -5.53 -4.70 -2.61  0.58
H13 -6.41 -3.05 -1.33  0.38
H14 -5.20 -3.65 -0.24  0.32
H15 -5.34 -1.09 -0.50  0.54
H16 -3.83 -1.90 -0.40  -0.25
H17 -3.46 -1.72 -2.67  -0.06
H18 -3.82 -0.28 -2.07  0.27
H19 -1.28 -7.01 -1.76  0.59
H20 -2.20 -7.48 0.41  0.34
H21 -1.84 -5.73 2.10  0.61
H22 -2.85 -4.86 0.99  0.11
H23 0.06 -5.18 0.66  -0.19
H24 1.17 -5.22 2.18  0.42
H25 -0.30 -5.18 3.13  0.09
H26 1.11 -4.41 3.79  0.51
C16 3.86 0.61 1.76  -0.66
C17 4.99 1.39 1.55  -0.32
C18 4.93 2.76 1.74  -0.48
C19 3.74 3.32 2.16  0.22
C20 2.60 2.56 2.37  -0.69
C21 2.67 1.19 2.17  -0.16
N3 3.67 4.77 2.40  1.06
O1 4.66 5.44 2.19  -0.60
O2 2.62 5.23 2.80  -0.58
H27 3.91 -0.47 1.61  0.43
H28 5.91 0.93 1.23  0.45
H29 5.81 3.36 1.58  0.49
H30 1.68 3.01 2.69  0.42
H31 1.79 0.59 2.33  0.28
C22 -4.89 -4.12 4.89  -0.59
C23 -3.60 -3.69 4.60  -0.47
C24 -2.51 -4.37 5.14  -0.31
C25 -2.73 -5.46 5.96  -0.01
C26 -4.01 -5.88 6.27  -0.46
C27 -5.10 -5.21 5.73  -0.41
N4 -1.58 -6.19 6.51  1.04
O3 -0.47 -5.77 6.22  -0.60
O4 -1.80 -7.16 7.20  -0.59
H32 -5.74 -3.59 4.47  0.42
H33 -3.44 -2.84 3.95  0.52
H34 -1.51 -4.04 4.91  0.60
H35 -4.17 -6.73 6.91  0.47
H36 -6.10 -5.53 5.96  0.40
C28 -6.16 -2.30 -8.31  -0.44
C29 -5.63 -1.02 -8.22  -0.47
C30 -4.66 -0.74 -7.28  -0.48
C31 -4.23 -1.75 -6.44  0.24
C32 -4.75 -3.03 -6.51  -0.09
C33 -5.72 -3.30 -7.46  -0.66
N5 -3.18 -1.46 -5.45  0.95
O5 -2.76 -0.33 -5.39  -0.62
O6 -2.80 -2.38 -4.74  -0.46
H37 -6.92 -2.52 -9.06  0.39
H38 -5.97 -0.24 -8.89  0.39
H39 -4.25 0.26 -7.20  0.46
H40 -4.41 -3.81 -5.85  0.40
H41 -6.14 -4.30 -7.53  0.38
C34 11.13 1.51 -1.54  -0.42
C35 10.53 0.27 -1.75  -0.46
C36 9.16 0.15 -1.67  -0.36
C37 8.40 1.26 -1.38  0.23
C38 8.98 2.50 -1.15  -0.33
C39 10.35 2.62 -1.23  -0.49
N6 6.93 1.14 -1.31  1.03
O7 6.45 0.03 -1.49  -0.62
O8 6.29 2.14 -1.08  -0.58
H42 12.21 1.61 -1.61  0.38
H43 11.14 -0.59 -1.99  0.37
H44 8.69 -0.81 -1.84  0.44
H45 8.37 3.36 -0.92  0.45
H46 10.82 3.58 -1.06  0.38
C40 -2.51 7.98 2.23  -0.66
C41 -3.68 7.24 2.05  -0.38
C42 -3.60 5.87 1.85  -0.48
C43 -2.36 5.26 1.83  0.02
C44 -1.20 5.98 2.00  -0.33
C45 -1.28 7.35 2.20  -0.20
N7 -2.28 3.80 1.64  1.03
O9 -3.32 3.19 1.47  -0.63
O10 -1.17 3.29 1.66  -0.60
H47 -2.57 9.05 2.38  0.42
H48 -4.64 7.73 2.07  0.38
H49 -4.51 5.29 1.71  0.45
H50 -0.23 5.50 1.98  0.58
H51 -0.37 7.93 2.33  0.38
C46 4.85 8.59 1.27  -0.41
C47 3.55 8.13 1.39  0.02
C48 2.50 9.03 1.43  -0.32
C49 2.77 10.38 1.33  -0.03
C50 4.06 10.86 1.21  -0.45
C51 5.11 9.95 1.18  -0.42
N8 1.65 11.34 1.34  1.01
O11 0.52 10.89 1.47  -0.61
O12 1.91 12.52 1.22  -0.60
H52 5.67 7.88 1.24  0.40
H53 3.35 7.08 1.47  0.21
H54 1.48 8.67 1.53  0.40
H55 4.26 11.91 1.14  0.45
H56 6.13 10.30 1.08  0.38